Density functional theory data (wB97M-V/def2-TZVPD) for an isolated molecule of CH4ClNOS2.

Geometry as XYZ:
```
10
Properties=species:S:1:pos:R:3:forces:R:3:mulliken_charge:R:1
C -1.1893 0.9830 1.8025 -2.9232 -4.3442 -0.1412 -0.582
N 1.2002 -0.2313 -1.9727 -0.5209 -2.4498 0.6186 -0.571
O -1.2868 -0.8090 -1.0600 0.1668 0.0198 -0.4449 -0.476
S 1.0396 -1.4434 0.5270 0.1021 -0.0966 -0.1861 -0.228
S -0.0351 -0.1636 -0.6853 1.8033 0.1316 -0.8895 0.518
Cl -0.2175 -0.2250 2.2626 0.3837 0.0640 1.4627 0.041
H -0.8817 1.9081 1.6108 1.4871 3.5559 -0.6011 0.411
H -2.1447 0.5643 1.4197 0.6328 0.9246 0.2977 0.347
H 1.7932 0.5992 -2.0281 -0.2288 -0.4743 0.3695 0.264
H 1.7221 -1.1824 -1.8766 -0.9028 2.6689 -0.4857 0.275
```
Positions in Å, forces in eV/Å.

Energy in eV: -38827.919
HOMO (spin up / spin down) in eV: -9.0 / -8.9
Frontier orbital gap (spin up / spin down) in eV: 8.0 / 7.2
LUMO (spin up / spin down) in eV: -1.00 / -1.66



Density functional theory data (wB97M-V/def2-TZVPD) for a cluster of 8 separate species, C31H50F30N8O21S10 in total.

Geometry as XYZ:
```
150
Properties=species:S:1:pos:R:3:forces:R:3:mulliken_charge:R:1
C 7.0726 -2.9954 -1.8149 -0.9691 -1.2122 0.4755 -0.820
N 6.4729 -4.3145 -1.1685 0.6545 1.0519 -1.6551 -0.045
C 5.8362 -5.1528 -2.3375 -0.7854 0.3539 1.6027 -0.978
C 7.7242 -5.0792 -0.6944 -0.9144 0.7611 0.3879 -0.897
C 5.5565 -3.9138 0.0528 0.4508 -0.4161 -0.6952 -0.466
C 4.1057 -3.5125 -0.2502 -0.2302 -0.6595 -1.4890 -0.645
O 3.9220 -2.4053 -1.1757 0.8783 -1.2408 1.2700 -0.523
H 6.3085 -2.5109 -2.4228 -0.0751 -0.1326 0.2421 0.304
H 7.8985 -3.3157 -2.4501 0.0130 0.2247 0.2165 0.421
H 7.3491 -2.3607 -0.9731 0.2716 -0.0424 -0.3145 0.401
H 5.2085 -5.9103 -1.8681 0.4598 -0.4018 0.0462 0.436
H 6.6345 -5.5726 -2.9495 -0.1154 0.1530 0.2085 0.365
H 5.1032 -4.6106 -2.9348 0.4581 0.6270 0.0076 0.409
H 7.5422 -6.0349 -0.2030 -0.6617 0.0653 -0.2041 0.354
H 8.1534 -4.4172 0.0577 0.4778 -0.1047 -0.2564 0.411
H 8.3554 -5.2584 -1.5648 0.0333 0.2783 0.2468 0.405
H 6.0077 -3.1023 0.6238 0.6239 -0.0007 -0.4548 0.360
H 5.6685 -4.8174 0.6520 -0.7793 0.0703 0.2734 0.421
H 3.5450 -3.3637 0.6726 0.3543 0.2836 0.1831 0.401
H 3.6341 -4.3724 -0.7259 -0.1792 -0.2276 0.1432 0.353
H 3.4977 -2.8648 -1.9040 -0.4670 0.5708 -0.7246 0.286
C 1.7633 3.2302 -4.0552 -0.2170 -0.5306 -0.1675 -1.405
C 0.5266 3.0202 -3.1884 0.9088 -0.9404 0.8590 -0.058
C 0.7760 1.8861 -2.1230 -1.0912 1.0547 -0.0649 -1.082
N -0.4025 1.7004 -1.1194 0.0609 -1.1115 0.1584 0.159
C -1.6232 1.0522 -1.8380 0.7171 2.5194 0.0586 -0.978
C -0.8767 3.0242 -0.3361 -0.9246 -1.9318 -0.2095 -0.577
C -1.5634 2.4633 0.9082 0.8539 -1.7521 1.1664 -0.852
C -0.8255 1.1001 1.2091 0.1448 0.8928 0.8134 -0.467
C 0.0640 0.7896 0.0006 0.0342 -0.2778 1.0214 -0.782
H 1.5999 4.1255 -4.6551 0.3527 0.1504 0.2495 0.385
H 1.9248 2.4329 -4.7808 0.0821 -0.2110 0.1805 0.312
H 2.6112 3.2996 -3.3739 0.3224 0.3131 -0.4155 0.376
H -0.3194 2.8147 -3.8444 -0.2565 0.2338 0.4501 0.353
H 0.5016 3.9552 -2.6286 -0.9950 -0.0012 -0.0078 0.285
H 1.6300 2.1449 -1.4970 -0.0301 0.2316 -0.0111 0.360
H 1.0052 0.9089 -2.5481 -0.3482 -0.0434 -0.1409 0.637
H -2.4593 0.9214 -1.1510 0.4676 -0.7046 0.1873 0.333
H -1.3063 0.2412 -2.4937 -0.1266 -0.1103 0.5045 0.339
H -1.9478 1.9122 -2.4237 -0.2131 -0.3853 -0.5896 0.470
H -1.6769 3.4540 -0.9386 0.7876 0.6706 -0.3323 0.509
H 0.0181 3.5998 -0.0989 -0.2536 0.1355 -0.3684 0.454
H -2.6262 2.2268 0.8575 0.0235 0.5410 -0.6449 0.318
H -1.4220 3.0139 1.8383 -0.0920 0.7300 -0.5342 0.389
H -1.5107 0.3513 1.6064 -0.1966 -0.3467 -0.9736 0.325
H -0.2236 1.2455 2.1061 0.5009 0.1774 -0.2015 0.359
H 0.1201 -0.2878 -0.1553 -0.7502 0.0383 -1.1266 0.432
H 1.1197 0.9762 0.1974 -0.0744 0.7783 0.0957 0.407
C -1.6843 -7.2803 7.8766 0.8584 -1.2921 0.8523 -1.377
C -0.3564 -6.5024 8.0371 0.0311 1.5225 -0.3117 -0.300
C 0.1353 -5.8170 6.7157 -0.8682 1.3619 1.2790 -0.646
N 1.2168 -4.7463 6.9796 1.5272 0.9844 -0.2748 0.300
C 2.5578 -5.3359 7.3927 -1.7256 -1.0022 0.1316 -0.974
C 1.4750 -3.8396 5.7131 -0.0875 -0.8518 0.4161 -0.651
C 1.6126 -2.3860 6.2116 -0.0488 0.3263 -0.7681 -0.512
C 1.4893 -2.3836 7.7366 0.6304 -1.7406 -0.5533 -0.727
C 0.8099 -3.6944 8.0445 -1.3465 -0.4065 -0.9566 -0.936
H -2.0509 -7.6375 8.8389 0.3206 0.3044 0.4399 0.402
H -1.4592 -8.2377 7.4067 -0.3076 0.1562 -0.6798 0.351
H -2.5776 -6.7992 7.4782 0.6334 0.4381 -0.5898 0.355
H 0.4829 -6.9452 8.5734 -0.2245 -1.2955 -0.4409 0.313
H -0.5068 -5.6974 8.7564 -0.5576 0.4329 -0.2640 0.298
H -0.6786 -5.1606 6.4076 -0.2991 -0.2895 -0.3112 0.395
H 0.3795 -6.4389 5.8545 0.4495 -0.1078 0.3084 0.440
H 2.3229 -6.0882 8.1457 0.1390 0.3207 0.4067 0.326
H 3.1943 -4.5586 7.8157 0.1807 -0.2531 -0.5397 0.360
H 2.9000 -5.9605 6.5676 0.5733 0.6729 -0.1456 0.377
H 2.3396 -4.2599 5.1994 0.2495 0.1844 0.3402 0.316
H 0.6721 -4.0140 4.9968 -0.4011 0.2719 0.3953 0.444
H 2.5557 -1.9257 5.9172 0.0981 -0.2647 -0.0475 0.317
H 0.8637 -1.7853 5.6954 -0.2409 -0.0047 0.3495 0.349
H 2.4780 -2.5838 8.1495 0.2314 1.3342 0.2573 0.286
H 0.8985 -1.5754 8.1678 0.5608 0.0882 0.0285 0.460
H 1.0544 -4.0376 9.0498 -0.5097 -0.2790 -0.1840 0.337
H -0.2411 -3.5288 7.8075 -0.3183 -0.4113 0.7487 0.688
C -4.6764 -2.9574 2.1381 -0.6432 -0.3246 0.0008 0.579
F -5.8267 -2.1898 2.0971 2.0414 -1.4683 0.2464 -0.211
F -4.8250 -4.0382 1.3078 -0.3051 0.9618 1.2586 -0.218
F -3.6634 -2.2682 1.6236 -0.0547 0.4732 0.1704 -0.214
S -4.1859 -3.5566 3.9553 1.2212 0.4503 -0.6908 0.927
O -5.3189 -4.2742 4.4275 -0.8839 0.1489 0.0606 -0.606
O -2.9930 -4.3894 3.8191 -0.3866 1.4111 -0.3802 -0.637
N -3.8605 -2.0997 4.7076 1.0132 -2.9372 -2.3235 -0.279
S -4.7403 -1.9930 5.9697 -3.5805 1.5080 2.6461 1.034
O -6.0651 -1.4605 5.6279 1.6318 -0.5394 0.7798 -0.666
O -4.6977 -3.0663 6.9572 0.3776 0.5477 -0.8439 -0.630
C -3.8295 -0.5801 6.8896 -1.1934 -1.3866 -0.5691 0.607
F -4.7198 0.2243 7.4852 0.6509 -0.6664 0.3884 -0.212
F -2.9468 -1.1334 7.7485 -0.4280 0.3926 0.5039 -0.240
F -3.1408 0.1272 6.0547 0.9965 1.2635 -1.0990 -0.226
C -7.2180 4.2083 -3.6431 1.8191 0.5949 1.9197 0.606
F -7.7392 4.9973 -4.5183 -1.2307 0.9288 -0.8332 -0.207
F -8.0337 3.2009 -3.3365 0.1358 0.3416 0.0012 -0.205
F -6.0987 3.7135 -4.2068 -0.2067 -0.1589 0.6199 -0.224
S -6.7072 5.2255 -1.9201 -0.1806 -0.4770 0.9583 0.939
O -7.9400 5.5591 -1.1293 2.6279 -0.6003 -2.6787 -0.598
O -5.7985 4.2760 -1.2606 -1.1348 0.7639 -1.3854 -0.563
N -5.8227 6.6057 -2.5732 -2.2477 -4.3481 -0.7684 -0.418
S -5.5566 7.4348 -1.3172 -0.2937 3.8412 2.8399 1.014
O -6.5360 8.5101 -1.1715 0.9785 -0.6382 0.1413 -0.685
O -5.1712 6.7011 -0.1339 -0.1648 0.1166 0.0056 -0.635
C -3.9550 8.2894 -1.7635 -3.6778 0.1732 3.0432 0.685
F -4.1254 8.9912 -2.7990 -0.2896 2.7198 -3.2086 -0.234
F -3.5012 9.0649 -0.7615 -0.0465 0.0389 0.0872 -0.239
F -3.1382 7.3778 -2.0018 4.0506 -3.4071 -0.7572 -0.234
C -0.6642 -4.6060 -2.4829 1.2817 0.4300 -1.9046 0.621
F -0.1248 -4.1998 -1.3250 -0.2055 -0.0381 -0.1939 -0.208
F -1.4725 -5.6242 -2.2756 0.1266 -0.1201 0.2158 -0.206
F -1.3498 -3.6143 -3.0607 0.0908 -0.1040 0.7015 -0.225
S 0.6933 -5.1090 -3.8245 -1.0566 0.4450 0.5769 0.908
O 1.4795 -6.1626 -3.2249 0.3367 0.7887 0.2375 -0.648
O -0.1593 -5.5009 -4.9369 0.9696 0.9297 1.2380 -0.560
N 1.6055 -3.5659 -3.9582 -1.5341 -3.1086 3.0773 -0.263
S 1.6614 -3.3923 -5.4782 0.0990 1.5971 -3.7316 0.961
O 2.1314 -4.5970 -6.1172 0.2023 0.3390 -0.6237 -0.655
O 0.4928 -2.6926 -5.9951 1.5937 -0.3899 0.0734 -0.622
C 3.1993 -2.1606 -5.6721 -1.6677 -1.8974 0.0602 0.576
F 2.9537 -1.1904 -4.7604 1.2494 -0.0501 -0.7214 -0.199
F 4.3455 -2.8716 -5.4063 -0.6853 1.1332 0.4344 -0.237
F 3.3443 -1.6833 -6.9120 -0.2743 0.1321 1.1229 -0.196
C -0.0909 3.7239 -11.2794 -1.9437 -1.0191 -2.0260 0.635
F 0.0227 2.7549 -10.3751 1.1338 -0.5637 -0.2922 -0.227
F -0.7269 4.6643 -10.6441 -0.3850 1.8468 0.2881 -0.226
F 1.0538 4.1567 -11.7844 0.3827 -0.1390 0.6544 -0.222
S -1.1987 2.9830 -12.7188 -0.2023 0.2857 1.2221 1.013
O -0.3376 1.9110 -13.2022 -0.6795 1.1982 0.3785 -0.596
O -2.3972 2.6334 -11.9708 0.8792 0.4055 -0.8345 -0.643
N -1.5136 4.2700 -13.8258 0.0127 -2.5639 2.5992 -0.427
S -1.3249 3.5830 -15.2207 1.6146 -0.7613 -3.7119 1.045
O 0.0413 3.8745 -15.7084 -1.9311 -0.4484 0.0058 -0.674
O -1.8190 2.2025 -15.4432 0.2556 2.4130 0.4169 -0.630
C -2.4983 4.6484 -16.4095 2.7582 -0.9435 2.3783 0.594
F -1.9833 5.9071 -16.4687 -1.1678 -0.6961 -0.2282 -0.225
F -2.3801 4.0806 -17.6155 -0.9788 0.5642 0.3441 -0.207
F -3.7301 4.6285 -15.8886 0.2867 0.4256 -1.2403 -0.210
C -0.8408 7.8347 8.1322 0.2931 1.4069 -0.5706 0.643
F -0.6255 8.3081 9.4108 -0.1140 -1.5192 -1.4225 -0.224
F -1.1158 6.5326 8.0267 0.2284 0.9913 0.9008 -0.190
F -1.9389 8.5276 7.7076 1.4369 -0.7646 0.0016 -0.233
S 0.8678 8.2126 7.0445 0.9130 2.4813 -0.3567 0.962
O 0.4953 8.8418 5.7422 0.1428 -2.0946 2.9108 -0.545
O 1.6905 9.1528 7.8477 -1.5855 -2.5565 -0.5220 -0.649
N 1.5821 6.6027 7.0139 -1.1670 2.9653 0.7330 -0.466
S 1.5483 6.2669 5.4935 -1.3410 1.3334 -3.5289 1.105
O 0.1783 6.2151 4.9409 1.9983 -0.8528 0.5205 -0.634
O 2.5117 7.0343 4.6754 -0.8984 -2.0654 1.2028 -0.641
C 2.0845 4.4752 5.4885 0.8248 -0.2492 3.4899 0.575
F 3.2990 4.2727 6.1146 -0.7152 0.5446 0.1354 -0.267
F 1.2111 3.6350 6.1319 0.3794 0.9167 -0.5275 -0.238
F 2.2729 4.0389 4.3105 -0.2878 -0.6737 -2.9694 -0.198
```
Positions in Å, forces in eV/Å.

Energy in eV: -277738.077
HOMO in eV: -5.1
Frontier orbital gap in eV: 5.1
Total charge: -2
LUMO in eV: 0.00



Density functional theory data (wB97M-V/def2-TZVPD) for a structure of composition C18H19F3NO5S3.

Geometry as XYZ:
```
49
Properties=species:S:1:pos:R:3:forces:R:3:mulliken_charge:R:1
C -0.0009 -3.4629 -2.2010 -0.3682 -0.1247 -0.3176 -0.980
N 0.6728 -3.4812 -0.9345 -0.4173 1.0898 1.2856 -0.191
S 0.1663 -1.6238 0.1102 1.8957 -2.7872 -2.4076 0.114
C -0.8728 -2.6320 1.1091 -1.1865 -0.7848 1.5215 0.760
F -0.1774 -3.2552 2.1284 -1.1375 0.6514 -1.2101 -0.255
F -1.7859 -1.7599 1.6957 0.6181 -1.0174 -0.0966 -0.194
F -1.6310 -3.5855 0.4929 0.7926 0.8866 0.6067 -0.234
S 2.1176 -4.2394 -0.8350 2.1185 1.0522 0.6829 1.203
C 3.2145 -2.8599 -0.4453 0.2274 -1.1740 -0.7143 0.023
C 3.2290 -1.7852 -1.3575 -0.4896 0.1546 1.1739 -0.790
C 2.8937 -0.5474 -0.7960 0.5137 -0.8467 -0.0351 -0.551
C 2.6024 -0.5330 0.5711 1.0857 1.9887 0.2352 0.624
C 3.1197 -1.4792 1.4542 0.6680 -0.5504 -0.4272 -0.220
C 3.5109 -2.7086 0.9216 -0.8708 0.9557 -0.3550 -0.855
O 2.1984 -5.0913 0.3266 -0.5665 -0.1302 -0.3865 -0.736
O 2.4475 -4.7810 -2.1301 -0.4763 -0.3568 -0.3626 -0.710
H -1.0494 -3.2309 -1.9787 0.1167 -0.1780 -0.2359 0.352
H 0.3710 -2.6813 -2.8874 0.0300 -0.3932 -0.0010 0.251
H 0.0764 -4.4767 -2.6267 -0.1346 0.5682 -0.2738 0.363
H 3.3744 -1.9618 -2.4151 -0.4522 -0.0549 -0.0943 0.493
H 2.7802 0.3502 -1.4095 -0.1653 -0.2691 0.1875 0.371
H 1.6677 0.1875 0.9538 2.2131 -0.8666 -0.5557 -1.171
H 3.1611 -1.3235 2.5363 -0.2887 0.0488 -0.3581 0.346
H 3.8850 -3.5359 1.5159 -0.5653 -0.0477 -0.0340 0.413
C -3.6928 2.5682 0.3405 -0.1675 -0.0246 -0.1491 -1.249
C -2.1985 2.7225 0.3847 0.1163 -0.3421 -0.1892 -0.240
O -1.6205 1.4620 0.8165 -0.1974 1.0282 -0.2169 -0.213
C -0.2998 1.3516 0.5749 1.1296 -0.5776 -0.4485 0.243
C 0.4093 0.3876 1.4625 -2.9731 0.6611 1.0532 0.851
S 0.9209 1.2770 2.9618 0.0248 0.0164 -0.3577 0.203
C 2.5441 1.8411 2.4168 0.8801 0.1461 0.1438 0.158
C 2.6798 2.6758 1.3072 -0.2019 -0.0187 0.1880 0.002
C 3.9102 2.7738 0.6685 -0.2125 0.1845 0.0783 -0.662
C 4.9940 2.0509 1.1566 0.2966 0.0480 0.0861 -0.402
C 4.8998 1.3375 2.3501 -0.4293 0.5449 0.2007 -0.299
C 3.6795 1.3044 3.0295 -0.0562 -0.2683 -0.6167 -0.652
O 1.1953 0.2439 3.9884 0.0414 -0.0852 0.3822 -0.691
O 0.3134 1.9749 -0.2938 -1.3026 -0.2195 1.0586 -0.633
H -4.1379 3.5433 0.1565 -0.1070 0.1336 -0.0117 0.402
H -3.9887 1.9134 -0.4832 -0.0005 -0.0608 0.1874 0.293
H -4.0912 2.1855 1.2814 0.0621 -0.0484 -0.0658 0.306
H -1.7939 2.9849 -0.5941 -0.0202 -0.0276 0.0765 0.300
H -1.9023 3.5046 1.0946 0.0540 -0.2062 -0.0107 0.273
H -0.1698 -0.4854 1.8323 -0.1810 1.8539 0.8104 0.518
H 1.8020 3.2017 0.9373 0.3049 -0.1973 -0.1360 0.453
H 3.9950 3.4009 -0.2251 0.0688 -0.2972 0.3241 0.384
H 5.9410 2.0842 0.6265 -0.0822 -0.0555 0.0061 0.357
H 5.7530 0.8040 2.7624 -0.0782 0.1687 -0.1185 0.370
H 3.5797 0.7621 3.9606 -0.1295 -0.1707 -0.1025 0.503
```
Positions in Å, forces in eV/Å.

Energy in eV: -71353.952
HOMO in eV: -3.8
Frontier orbital gap in eV: 5.7
Total charge: -1
LUMO in eV: 1.87



Density functional theory data (wB97M-V/def2-TZVPD) for an isolated molecule of C5H8O2.

Geometry as XYZ:
```
15
Properties=species:S:1:pos:R:3:forces:R:3:mulliken_charge:R:1
C -1.1405 -0.5415 0.4685 0.1020 -0.2785 0.0716 -1.936
C 0.2486 -0.1983 0.0749 -0.0275 -0.1177 -0.0306 1.532
C 1.0726 -0.7650 -1.0356 -0.0253 -0.0099 -0.2206 -0.798
C 1.5340 -0.8853 0.4004 0.0732 -0.0504 0.1762 -0.759
O 0.3747 1.2542 0.2693 -0.2696 0.1236 0.0627 -0.271
C -0.7936 1.8267 0.3204 0.2062 0.2643 -0.0894 0.278
O -1.8063 1.8285 -0.5166 0.1739 -0.1979 0.0796 -0.382
H -1.6527 -1.1701 -0.2743 0.0372 0.1070 0.1095 0.405
H -1.9759 0.8602 -0.6308 -0.0151 0.0391 -0.0881 0.435
H -1.2041 -1.0253 1.4464 0.0010 0.0955 -0.1119 0.190
H 0.6866 -1.6475 -1.5387 0.0353 0.1665 0.0961 0.259
H 1.6290 -0.0833 -1.6729 -0.1077 -0.0741 0.1261 0.231
H 1.4531 -1.8449 0.9029 -0.0079 0.1456 -0.1124 0.253
H 2.3824 -0.2752 0.6987 -0.1429 -0.0868 -0.0596 0.237
H -0.7427 2.7630 0.8812 -0.0326 -0.1262 -0.0091 0.326
```
Positions in Å, forces in eV/Å.

Energy in eV: -9404.672
HOMO (spin up / spin down) in eV: -7.3 / -7.3
Frontier orbital gap (spin up / spin down) in eV: 7.3 / 7.3
LUMO (spin up / spin down) in eV: -0.04 / -0.04



energy of number 3 (C18H19F3NO5S3)?
-71353.952 eV



Number 3 is which compound?
C18H19F3NO5S3